*A*
Formula: C3H7N5
Source: the Open Molecules 2025 dataset
Level of theory: ωB97M-V with the def2-TZVPD basis set

Gap between HOMO and LUMO, eV: 8.966
SMILES string: [H]/N=c1/cnn(C)n1N
Charge: 0
Highest occupied orbital energy, eV: -8.541
LUMO level, eV: 0.425
Molecular weight, g mol⁻¹: 113.1

Each line ends with the natural charge from an NBO analysis.
Positions of all 15 atoms, in Å:
H1 -2.773 0.745 0.153  0.315
N1 -2.566 -0.222 0.265  -0.715
C1 -1.257 -0.341 0.152  0.315
C2 -0.894 -1.693 -0.248  0.001
N2 0.420 -1.586 -0.627  -0.222
N3 0.906 -0.316 -0.711  -0.056
C3 1.991 -0.323 0.545  -0.492
N4 -0.183 0.451 -0.091  -0.182
N5 -0.109 1.867 -0.492  -0.621
H2 -1.558 -2.488 -0.303  0.233
H3 2.424 0.689 0.618  0.202
H4 3.183 -0.727 0.123  0.252
H5 1.423 -0.368 1.670  0.246
H6 -0.232 2.506 0.165  0.362
H7 -0.774 1.806 -1.219  0.362

*B*
Formula: C3H7N5
Source: the Open Molecules 2025 dataset
Level of theory: ωB97M-V with the def2-TZVPD basis set

Gap between HOMO and LUMO, eV: 9.800
SMILES string: [H]/N=C(\N)NNCC#N
Charge: 0
Highest occupied orbital energy, eV: -9.196
LUMO level, eV: 0.605
Molecular weight, g mol⁻¹: 113.1

Each line ends with the natural charge from an NBO analysis.
Positions of all 15 atoms, in Å:
H1 -1.783 1.772 1.229  0.341
N1 -1.048 1.130 1.146  -0.742
C1 -1.186 0.369 0.105  0.569
N2 -2.250 0.289 -0.803  -0.897
N3 -0.516 -0.931 -0.016  -0.517
N4 0.725 -1.151 0.583  -0.440
C2 2.121 -0.690 -0.181  -0.347
C3 2.008 0.767 -0.321  0.245
N5 1.983 2.026 -0.296  -0.314
H2 -2.618 1.287 -0.700  0.406
H3 -2.386 -0.501 -1.721  0.453
H4 -1.217 -1.639 0.045  0.384
H5 0.844 -0.624 1.557  0.360
H6 3.107 -0.798 0.423  0.255
H7 2.214 -1.306 -1.050  0.243

*C*
Formula: C3H7N5
Source: the Open Molecules 2025 dataset
Level of theory: ωB97M-V with the def2-TZVPD basis set

Gap between HOMO and LUMO, eV: 9.308
SMILES string: C=N/N=C\N=C/NN
Charge: 0
Highest occupied orbital energy, eV: -8.789
LUMO level, eV: 0.519
Molecular weight, g mol⁻¹: 113.1

Each line ends with the natural charge from an NBO analysis.
Positions of all 15 atoms, in Å:
C1 -0.999 -1.117 1.620  -0.115
N1 -1.334 -0.227 0.675  -0.328
N2 -1.386 1.130 0.893  -0.319
C2 -0.330 1.774 0.926  0.243
N3 0.934 1.411 0.823  -0.576
C3 1.175 0.537 -0.155  0.302
N4 0.391 -0.204 -0.983  -0.467
N5 1.089 -0.834 -2.089  -0.638
H1 -0.665 -0.954 2.812  0.217
H2 -1.237 -2.236 1.125  0.203
H3 -0.339 2.794 1.020  0.176
H4 2.127 0.568 -0.667  0.184
H5 -0.579 -0.396 -0.592  0.415
H6 0.667 -1.835 -2.468  0.361
H7 0.484 -0.414 -2.940  0.342

Most stable to least stable: *B*, *C*, *A*

*A*
Formula: C2H7S3
Source: the Open Molecules 2025 dataset
Level of theory: ωB97M-V with the def2-TZVPD basis set

Gap between HOMO and LUMO, eV: 5.810
Charge: -1
Highest occupied orbital energy, eV: -2.332
LUMO level, eV: 3.478
Molecular weight, g mol⁻¹: 127.3

Each line ends with the natural charge from an NBO analysis.
Positions of all 12 atoms, in Å:
C1 -0.001 -1.109 -2.116  -0.734
S1 -1.522 -0.551 -1.319  -0.135
H1 0.933 -0.923 -1.597  0.237
H2 0.098 -0.643 -3.097  0.199
H3 -0.068 -2.171 -2.355  0.200
C2 0.387 1.668 1.674  -0.757
S2 -0.401 0.189 2.432  -0.080
S3 0.286 -1.668 1.796  -0.731
H4 1.440 1.438 1.516  0.207
H5 -0.123 1.845 0.727  0.199
H6 0.267 2.532 2.323  0.200
H7 -1.296 -0.607 0.017  0.195

*B*
Formula: C2H7S3
Source: the Open Molecules 2025 dataset
Level of theory: ωB97M-V with the def2-TZVPD basis set

Gap between HOMO and LUMO, eV: 6.653
Charge: -1
Highest occupied orbital energy, eV: -2.974
LUMO level, eV: 3.679
Molecular weight, g mol⁻¹: 127.3

Each line ends with the natural charge from an NBO analysis.
Positions of all 12 atoms, in Å:
S1 -0.077 1.957 -2.119  -0.561
H1 0.350 1.591 -3.322  0.111
C1 -1.140 -1.240 0.919  -0.618
C2 0.064 -0.230 0.941  -0.537
S2 1.464 -0.785 -0.059  0.004
S3 2.499 1.034 -0.156  -0.588
H2 -0.871 -2.231 1.276  0.191
H3 -1.492 -1.308 -0.119  0.208
H4 -1.989 -0.865 1.492  0.192
H5 0.348 -0.108 2.001  0.188
H6 -0.349 0.705 0.549  0.217
H7 1.193 1.479 -1.401  0.192

Most stable to least stable: *B*, *A*

*A*
Formula: C7H10Si
Source: the Open Molecules 2025 dataset
Level of theory: ωB97M-V with the def2-TZVPD basis set

Gap between HOMO and LUMO (spin up / spin down), eV: 7.059 / 7.059
Charge: 0
Highest occupied orbital energy (spin up / spin down), eV: -6.925 / -6.926
LUMO level (spin up / spin down), eV: 0.133 / 0.133
Molecular weight, g mol⁻¹: 122.2

Each line ends with the natural charge from an NBO analysis.
Positions of all 18 atoms, in Å:
C1 1.816 2.114 1.153  -0.322
C2 0.505 2.005 1.052  -0.094
C3 2.643 1.033 0.781  -0.264
C4 0.673 -0.118 0.333  -0.717
C5 2.048 -0.139 0.464  -0.282
C6 -2.380 -0.070 0.120  -1.163
C7 -1.112 -2.161 -1.733  -1.132
Si1 -0.814 -0.768 -0.464  1.582
H1 2.232 2.899 1.711  0.225
H2 -0.469 2.422 1.084  0.204
H3 3.828 0.951 0.818  0.210
H4 2.649 -0.985 0.119  0.219
H5 -3.213 -0.486 -0.425  0.247
H6 -2.317 -0.436 1.141  0.264
H7 -2.373 1.064 0.200  0.267
H8 -2.089 -2.602 -1.712  0.245
H9 -1.158 -1.748 -2.728  0.255
H10 -0.471 -2.975 -1.914  0.255

*B*
Formula: C7H10Si
Source: the Open Molecules 2025 dataset
Level of theory: ωB97M-V with the def2-TZVPD basis set

Gap between HOMO and LUMO, eV: 7.422
Charge: 0
Highest occupied orbital energy, eV: -8.112
LUMO level, eV: -0.690
Molecular weight, g mol⁻¹: 122.2

Each line ends with the natural charge from an NBO analysis.
Positions of all 18 atoms, in Å:
C1 -3.128 -0.512 0.105  -0.213
C2 0.108 3.546 -0.613  -0.205
C3 -2.765 -1.519 0.569  -0.220
C4 -0.359 2.494 -0.207  -0.582
C5 1.007 -0.309 -1.184  -0.685
C6 1.684 -1.840 0.888  -0.392
C7 1.850 -0.878 -0.055  -0.186
Si1 0.102 1.342 1.223  0.794
H1 -3.568 0.388 -0.109  0.221
H2 -0.150 4.344 -1.297  0.232
H3 1.215 0.723 -1.135  0.225
H4 1.385 -0.735 -2.147  0.242
H5 -0.055 -0.379 -0.993  0.232
H6 -2.261 -2.316 0.946  0.215
H7 2.408 -1.828 1.660  0.206
H8 0.792 -2.518 0.906  0.196
H9 2.621 -0.161 0.196  0.190
H10 -0.886 0.157 1.246  -0.269

Most stable to least stable: *A*, *B*